[1]
A structure of composition C39H54AsFeGe2NO4SSe2 in a non-equilibrium geometry. Source: the Open Molecules 2025 dataset; level of theory: ωB97M-V/def2-TZVPD.

Properties
HOMO energy (alpha / beta)   -0.076 / -0.076 Ha
Spin multiplicity   5
Net charge   -2
Energy relative to the best compared isomer or geometry (same formula, charge and spin)   114.49 kcal/mol
Maximum force   0.0467 hartree/bohr

Each line ends with the Löwdin spin population.
Positions of all 105 atoms, in Å:
Fe (0.5146, -0.2794, -0.2070)  3.16
C (0.3182, -4.6793, -1.2062)  0.00
C (1.2249, -3.8376, -0.3093)  -0.02
Ge (1.8229, -2.0818, -1.1231)  -0.08
C (3.8344, -2.3435, -1.0297)  -0.02
C (4.3007, -3.5020, -1.9086)  -0.01
C (1.4102, -2.4412, -3.0138)  0.00
C (0.5535, -1.6372, -3.6495)  0.00
Ge (0.1187, -0.0315, -2.5141)  -0.10
C (1.2028, 1.3090, -3.6186)  -0.02
C (0.4032, 2.2738, -4.4939)  0.00
C (-1.7898, 0.6895, -2.4253)  -0.03
C (-2.7464, 0.8687, -3.6052)  -0.01
C (0.1760, -1.8109, -5.0677)  0.00
C (-0.8563, -1.0497, -5.6201)  0.00
C (-1.2265, -1.1733, -6.9495)  0.00
C (-0.5644, -2.0649, -7.7793)  0.00
C (0.4731, -2.8270, -7.2549)  0.00
C (0.8367, -2.7012, -5.9249)  0.00
H (-0.0321, -5.5680, -0.6724)  0.00
H (0.8320, -5.0013, -2.1177)  0.00
H (-0.5647, -4.1175, -1.5030)  0.00
H (2.1180, -4.4131, -0.0333)  0.00
H (0.6869, -3.6216, 0.6116)  0.00
H (4.0672, -2.5328, 0.0209)  0.00
H (4.3495, -1.4229, -1.3075)  0.00
H (3.7058, -4.4014, -1.7237)  0.00
H (5.3521, -3.7467, -1.7192)  0.00
H (4.2005, -3.2476, -2.9665)  0.00
H (1.8275, -3.3229, -3.5041)  0.00
H (1.8538, 0.6926, -4.2454)  0.00
H (1.8590, 1.8802, -2.9596)  0.00
H (-0.1794, 1.7322, -5.2420)  0.00
H (1.0610, 2.9684, -5.0302)  0.00
H (-0.2906, 2.8679, -3.8920)  0.00
H (-1.6506, 1.6601, -1.9354)  0.00
H (-2.2629, 0.0371, -1.6921)  0.00
H (-2.3037, 1.4474, -4.4202)  0.00
H (-3.6441, 1.4015, -3.2730)  0.00
H (-3.0743, -0.0959, -3.9955)  0.00
H (-1.3675, -0.3590, -4.9674)  0.00
H (-2.0371, -0.5690, -7.3419)  0.00
H (-0.8455, -2.1646, -8.8213)  0.00
H (1.0054, -3.5233, -7.8937)  0.00
H (1.6538, -3.3019, -5.5471)  0.00
S (3.7140, 0.3475, 1.0526)  0.29
C (2.9888, 1.6511, 0.2059)  0.04
C (3.7853, 2.7663, -0.1389)  0.01
C (3.2282, 3.8576, -0.7598)  0.00
C (1.8625, 3.8409, -1.0487)  0.00
C (1.1459, 2.7216, -0.7027)  0.00
N (1.6654, 1.6440, -0.0932)  0.04
H (4.8325, 2.7385, 0.1269)  0.01
H (3.8398, 4.7155, -1.0134)  0.00
H (1.3712, 4.6777, -1.5266)  0.00
H (0.0842, 2.6633, -0.9092)  0.00
C (-1.0739, 3.1734, 1.5426)  0.00
As (-1.5523, 1.2922, 1.0297)  0.01
C (-1.6638, 0.6842, 2.8785)  0.00
C (-3.4214, 1.8342, 0.5115)  0.01
C (-4.2729, 2.2819, 1.6427)  0.00
C (-4.8769, 1.3348, 2.4772)  0.00
C (-5.6416, 1.7292, 3.5619)  0.00
C (-5.8303, 3.0785, 3.8372)  0.00
C (-5.2557, 4.0287, 3.0062)  0.00
C (-4.4900, 3.6330, 1.9184)  0.00
H (-1.6688, 3.4750, 2.4067)  0.00
H (-1.2839, 3.8581, 0.7166)  0.00
H (-0.0181, 3.2690, 1.7923)  0.00
H (-2.4529, 1.1966, 3.4268)  0.00
H (-0.7116, 0.8874, 3.3674)  0.00
H (-1.8470, -0.3878, 2.8957)  0.00
H (-3.8427, 0.9510, 0.0391)  0.00
H (-3.2966, 2.6257, -0.2305)  0.00
H (-4.7158, 0.2855, 2.2514)  0.00
H (-6.0885, 0.9807, 4.2059)  0.00
H (-6.4226, 3.3860, 4.6913)  0.00
H (-5.4059, 5.0837, 3.2071)  0.00
H (-4.0478, 4.3806, 1.2690)  0.00
O (-3.1167, -3.0340, -0.8000)  0.01
Se (-2.2712, -2.2101, 0.2894)  0.01
O (-1.8350, -3.1014, 1.5552)  0.01
O (-0.8676, -1.6443, -0.4829)  0.10
O (-3.0579, -0.8620, 0.7512)  0.00
C (2.0876, -0.0246, 7.8690)  0.00
C (1.8900, -0.2368, 6.3903)  0.02
C (1.8106, 0.8258, 5.5093)  0.00
C (1.6548, 0.6399, 4.1368)  0.02
C (1.5824, 1.8528, 3.2575)  0.00
C (1.5743, -0.6636, 3.6285)  0.01
Se (1.3149, -1.1386, 1.7731)  0.49
C (1.6419, -1.7616, 4.5153)  0.02
C (1.5222, -3.1792, 4.0225)  0.01
C (1.7977, -1.5243, 5.8715)  -0.01
H (2.0137, 1.0325, 8.1265)  0.00
H (3.0745, -0.3782, 8.1785)  0.00
H (1.3416, -0.5758, 8.4452)  0.00
H (1.8566, 1.8413, 5.8938)  0.00
H (2.5881, 2.1922, 3.0032)  0.00
H (1.0604, 2.6673, 3.7657)  0.00
H (1.0734, 1.6190, 2.3263)  0.00
H (0.5225, -3.3641, 3.6207)  0.00
H (1.7179, -3.8872, 4.8297)  0.00
H (2.2211, -3.3589, 3.2056)  0.00
H (1.8388, -2.3699, 6.5527)  0.00

[2]
A cluster of 3 separate species, C39H54FIN3O8 in total in a non-equilibrium geometry. Source: the Open Molecules 2025 dataset; level of theory: ωB97M-V/def2-TZVPD.

Properties
HOMO energy   -0.424 Ha
Spin multiplicity   1
Net charge   +1
Energy relative to the best compared isomer or geometry (same formula, charge and spin)   17.70 kcal/mol
Maximum force   0.0374 hartree/bohr

Each line ends with the Mulliken charge.
Positions of all 106 atoms, in Å:
C (-2.4792, -0.5239, 3.4993)  -0.75
C (-3.8786, -1.1755, 3.4907)  -0.59
C (-4.0506, -2.2192, 2.3475)  -0.53
C (-5.1889, -3.2469, 2.6593)  -0.73
C (-4.7855, -4.5768, 1.9482)  -0.31
C (-5.9860, -5.5113, 1.6468)  -0.96
C (-5.4958, -6.9341, 1.2295)  -0.79
C (-4.5690, -6.9057, -0.0050)  -0.39
C (-3.4172, -7.9482, 0.0694)  -0.74
C (-2.4375, -7.7320, -1.1161)  -0.91
C (-0.9582, -8.0471, -0.7837)  -0.95
C (-0.1689, -6.7702, -0.3514)  -0.48
C (1.0215, -6.4626, -1.3027)  -0.98
C (1.9398, -5.3494, -0.6987)  -0.56
C (1.9010, -4.1398, -1.6629)  -0.54
C (2.6787, -2.8949, -1.1592)  -1.33
C (1.8329, -1.9344, -0.3336)  0.36
C (2.2119, -1.5879, 0.9550)  -0.54
N (1.5030, -0.7482, 1.7035)  0.04
C (1.9627, -0.3684, 3.0593)  -0.64
C (2.4892, 1.0861, 2.9242)  0.71
O (3.5134, 1.3115, 2.3536)  -0.43
F (1.7354, 2.0676, 3.4467)  -0.22
C (0.3505, -0.2106, 1.2660)  0.01
C (-0.1147, -0.4861, 0.0043)  -1.06
I (-1.9325, 0.4008, -0.5838)  0.24
C (0.6531, -1.3452, -0.8109)  1.40
C (0.1662, -1.6234, -2.2465)  -0.13
O (-0.7858, -2.2978, -2.4993)  -0.48
O (0.9461, -1.0135, -3.2133)  -0.37
C (0.5037, 0.3480, -3.3510)  0.13
C (1.5302, 1.2359, -4.0960)  -0.87
C (0.9625, 2.7010, -4.0221)  -0.18
O (0.3272, 2.9899, -5.2863)  -0.53
H (-1.7670, -1.1156, 4.1023)  0.30
H (-2.4657, 0.5069, 3.8822)  0.43
H (-2.0560, -0.4964, 2.4772)  -0.14
H (-4.0485, -1.7325, 4.4273)  0.37
H (-4.6908, -0.4334, 3.4420)  0.29
H (-3.1070, -2.7711, 2.1799)  0.34
H (-4.2480, -1.6673, 1.4123)  0.23
H (-6.1210, -2.9036, 2.1893)  0.34
H (-5.2733, -3.3759, 3.7458)  0.43
H (-4.0759, -5.1611, 2.5596)  0.22
H (-4.3369, -4.2665, 0.9916)  0.22
H (-6.6690, -5.1102, 0.8779)  0.35
H (-6.5835, -5.5708, 2.5751)  0.35
H (-6.4056, -7.5300, 1.0534)  0.40
H (-5.0169, -7.3675, 2.1254)  0.37
H (-5.1897, -7.1117, -0.8943)  0.33
H (-4.0958, -5.9272, -0.1713)  0.21
H (-3.8997, -8.9327, -0.0548)  0.22
H (-2.9230, -7.9496, 1.0527)  0.50
H (-2.5542, -6.6939, -1.4767)  0.50
H (-2.7546, -8.3855, -1.9427)  0.45
H (-0.4949, -8.5366, -1.6528)  0.46
H (-0.8986, -8.7521, 0.0599)  0.41
H (-0.8426, -5.8939, -0.3694)  0.15
H (0.2026, -6.8783, 0.6816)  0.39
H (0.5664, -6.1295, -2.2502)  0.37
H (1.6001, -7.3687, -1.5330)  0.50
H (1.6499, -5.1043, 0.3355)  0.40
H (2.9639, -5.7584, -0.6475)  0.34
H (2.4018, -4.4691, -2.5889)  0.24
H (0.8560, -3.9466, -1.9360)  0.40
H (3.0908, -2.3241, -2.0053)  0.47
H (3.4893, -3.2538, -0.5045)  0.46
H (3.1374, -2.0213, 1.3365)  0.41
H (2.7612, -1.0260, 3.4125)  0.42
H (1.1006, -0.4144, 3.7388)  0.37
H (-0.1656, 0.4646, 1.9516)  0.82
H (0.3204, 0.8480, -2.3842)  0.08
H (-0.4500, 0.4357, -3.9055)  0.24
H (1.6209, 0.9127, -5.1422)  0.34
H (2.5086, 1.2310, -3.5916)  0.31
H (1.7408, 3.4353, -3.7979)  0.34
H (0.1384, 2.7458, -3.2826)  0.12
H (-0.1069, 2.1619, -5.5207)  0.33
C (1.0922, 4.7457, 0.8843)  -0.37
C (0.0957, 4.3238, 0.0095)  -0.09
C (-0.3603, 5.1732, -0.9847)  -0.52
C (0.1922, 6.4386, -1.0938)  -0.38
C (1.1780, 6.8738, -0.2270)  -0.18
C (1.6282, 6.0199, 0.7679)  -0.40
N (-0.2711, 7.3340, -2.1629)  1.05
O (-1.1515, 6.9272, -2.8956)  -0.62
O (0.2549, 8.4234, -2.2530)  -0.61
H (1.4515, 4.0778, 1.6585)  0.35
H (-0.3241, 3.3300, 0.1001)  0.35
H (-1.1348, 4.8418, -1.6629)  0.49
H (1.5920, 7.8501, -0.3121)  0.55
H (2.4009, 6.3491, 1.4506)  0.36
C (6.5875, 12.0388, 0.1903)  -0.42
C (5.5209, 12.1934, 1.0663)  -0.50
C (4.4848, 11.2739, 1.0666)  -0.29
C (4.5328, 10.2041, 0.1882)  0.16
C (5.5867, 10.0420, -0.6955)  -0.30
C (6.6181, 10.9668, -0.6922)  -0.50
N (3.4500, 9.2159, 0.2024)  1.12
O (2.5301, 9.3957, 0.9765)  -0.61
O (3.5367, 8.2665, -0.5603)  -0.61
H (7.3984, 12.7562, 0.1959)  0.38
H (5.4991, 13.0303, 1.7514)  0.37
H (3.6570, 11.3987, 1.7500)  0.43
H (5.6163, 9.2080, -1.3822)  0.41
H (7.4487, 10.8509, -1.3755)  0.37

[3]
A structure of composition C39H54N13O6P2S3Ti. Source: the Open Molecules 2025 dataset; level of theory: ωB97M-V/def2-TZVPD.

Properties
HOMO energy (alpha / beta)   -0.087 / -0.087 Ha
Spin multiplicity   2
Net charge   -2
Maximum force   0.0194 hartree/bohr

Each line ends with the Löwdin spin population.
Positions of all 118 atoms, in Å:
Ti (1.1286, 0.8099, -0.4298)  0.94
S (-0.4629, 2.8526, -0.0753)  0.00
C (0.3683, 2.6407, 1.3977)  0.01
C (0.2701, 3.4945, 2.5331)  0.00
C (1.0646, 3.2660, 3.6206)  0.00
C (1.9626, 2.1818, 3.6434)  0.00
C (1.9806, 1.3556, 2.5500)  0.00
N (1.2000, 1.5735, 1.4800)  0.00
H (-0.4164, 4.3284, 2.4844)  0.00
H (1.0023, 3.9286, 4.4779)  0.00
H (2.6100, 1.9892, 4.4862)  0.00
H (2.6225, 0.4840, 2.4840)  0.00
O (1.7388, 0.1677, -2.4968)  0.01
C (2.9282, 0.8538, -2.9198)  0.00
C (2.8693, 2.2728, -2.3029)  0.00
O (3.3215, 3.2471, -2.8652)  0.00
O (2.3052, 2.2625, -1.1336)  0.00
C (3.0597, 0.8164, -4.4393)  0.00
C (4.0354, 1.5740, -5.0845)  0.00
C (4.2034, 1.4767, -6.4547)  0.00
C (3.4110, 0.6172, -7.2050)  0.00
C (2.4468, -0.1446, -6.5682)  0.00
C (2.2759, -0.0494, -5.1934)  0.00
C (4.1137, 0.1007, -2.3228)  0.00
C (5.1467, 0.7570, -1.6703)  0.00
C (6.2399, 0.0409, -1.1979)  0.00
C (6.3005, -1.3318, -1.3640)  0.00
C (5.2613, -1.9919, -2.0078)  0.00
C (4.1817, -1.2783, -2.4944)  0.00
H (0.9514, 0.5204, -3.0072)  0.00
H (4.6473, 2.2506, -4.5070)  0.00
H (4.9568, 2.0842, -6.9423)  0.00
H (3.5435, 0.5468, -8.2779)  0.00
H (1.8114, -0.8122, -7.1357)  0.00
H (1.5107, -0.6440, -4.7172)  0.00
H (5.1028, 1.8284, -1.5212)  0.00
H (7.0342, 0.5630, -0.6792)  0.00
H (7.1386, -1.8930, -0.9705)  0.00
H (5.2787, -3.0692, -2.1085)  0.00
H (3.3665, -1.7922, -2.9888)  0.00
N (0.7260, -2.3907, -1.1473)  0.00
C (1.8516, -2.1353, -0.3810)  0.00
N (2.7134, -3.0690, -0.0250)  0.00
N (3.6099, -2.4000, 0.7406)  0.00
N (3.2981, -1.1613, 0.8296)  0.00
N (2.1703, -0.9399, 0.1048)  0.01
C (-0.4618, -1.7031, -0.9160)  0.00
N (-1.6359, -2.2931, -0.9211)  0.00
N (-2.4922, -1.2819, -0.6170)  0.00
N (-1.8650, -0.1867, -0.4328)  0.00
N (-0.5381, -0.4038, -0.6268)  0.00
H (0.5790, -3.3742, -1.3136)  0.00
C (-1.6861, 5.5453, -2.5850)  0.00
C (-1.2303, 4.4709, -3.5548)  0.00
C (0.2596, 4.2118, -3.4641)  0.00
O (-1.9670, 3.2959, -3.2023)  0.00
P (-2.2784, 2.0799, -4.2236)  0.00
S (-2.8603, 2.7681, -5.9734)  0.00
S (-0.7632, 0.8012, -4.2802)  0.00
O (-3.4359, 1.3620, -3.3879)  0.00
C (-4.6204, 1.9054, -2.7783)  0.00
C (-5.2625, 3.0586, -3.5292)  0.00
C (-4.3173, 2.2611, -1.3346)  0.00
H (-1.1688, 6.4853, -2.7904)  0.00
H (-1.4626, 5.2381, -1.5619)  0.00
H (-2.7611, 5.7118, -2.6719)  0.00
H (-1.5078, 4.7443, -4.5802)  0.00
H (0.5281, 3.8913, -2.4564)  0.00
H (0.8132, 5.1244, -3.6964)  0.00
H (0.5661, 3.4333, -4.1620)  0.00
H (-5.3143, 1.0584, -2.7980)  0.00
H (-4.6245, 3.9421, -3.5114)  0.00
H (-6.2069, 3.2985, -3.0315)  0.00
H (-5.4527, 2.8097, -4.5705)  0.00
H (-3.6380, 3.1118, -1.2930)  0.00
H (-3.8357, 1.4283, -0.8260)  0.00
H (-5.2453, 2.5225, -0.8163)  0.00
O (-0.3082, -1.1682, 2.2493)  0.00
P (-0.8938, -1.9603, 3.3412)  0.00
N (-2.3912, -2.6402, 3.0459)  0.00
C (-2.4125, -3.7661, 2.0798)  0.00
C (-3.7869, -3.6998, 1.3938)  0.00
C (-4.5598, -2.6142, 2.1460)  0.00
C (-3.4621, -1.6975, 2.6581)  0.00
N (0.0710, -3.2382, 3.7510)  0.00
C (-0.2771, -4.1801, 4.8108)  0.00
C (0.6495, -5.3753, 4.5592)  0.00
C (0.8862, -5.3271, 3.0500)  0.00
C (1.0077, -3.8324, 2.7811)  0.00
N (-1.1381, -1.0273, 4.6950)  0.00
C (-2.1101, -1.2819, 5.7512)  0.00
C (-2.7841, 0.0718, 5.9601)  0.00
C (-1.6277, 1.0484, 5.7528)  0.00
C (-0.7781, 0.4048, 4.6490)  0.00
H (-2.2615, -4.7045, 2.6201)  0.00
H (-1.6287, -3.6636, 1.3250)  0.00
H (-4.2982, -4.6632, 1.4228)  0.00
H (-3.6512, -3.4083, 0.3541)  0.00
H (-5.1146, -3.0406, 2.9871)  0.00
H (-5.2559, -2.0826, 1.4981)  0.00
H (-3.7713, -1.1083, 3.5216)  0.00
H (-3.1257, -1.0225, 1.8660)  0.00
H (-1.3315, -4.4772, 4.7455)  0.00
H (-0.1188, -3.7417, 5.8009)  0.00
H (0.2115, -6.3128, 4.9051)  0.00
H (1.5963, -5.2283, 5.0840)  0.00
H (0.0197, -5.7334, 2.5235)  0.00
H (1.7724, -5.8752, 2.7321)  0.00
H (0.7591, -3.5453, 1.7620)  0.00
H (2.0277, -3.4829, 2.9646)  0.00
H (-1.6059, -1.5875, 6.6793)  0.00
H (-2.7950, -2.0786, 5.4599)  0.00
H (-3.2556, 0.1617, 6.9404)  0.00
H (-3.5479, 0.2305, 5.1972)  0.00
H (-1.0472, 1.1321, 6.6753)  0.00
H (-1.9567, 2.0486, 5.4724)  0.00
H (0.2879, 0.5499, 4.8367)  0.00
H (-0.9879, 0.8178, 3.6612)  0.00